Record 1
ORCA calculation (ωB97M-V/def2-TZVPD) on 3 unconnected molecules or ions with the total composition C37H76BN2O15P3S.

```
135
Properties=species:S:1:pos:R:3
H 5.8156 1.0060 -3.6433
H 7.3167 0.2166 -2.1720
H 4.9017 -2.0034 -3.4889
N -1.9741 5.0202 -1.0501
H 1.0402 -4.6561 2.3869
P -0.2074 -6.4435 7.7112
C 6.6230 -0.1562 -1.3378
H 4.4013 -1.5571 1.9288
C -1.3420 8.7527 -4.1482
H -0.5083 -7.4022 3.0874
H -1.7515 0.3774 -2.6237
C -1.3058 5.3843 0.2414
O -3.6448 10.1938 -6.1544
C -0.7322 -4.3045 6.2174
C 0.7481 -2.3727 0.0363
C 7.2119 -0.0210 0.1121
H 2.4911 -5.1136 1.3649
H -0.3258 -10.0731 9.8177
H 3.0433 -0.2576 -4.4639
C -0.8680 2.2740 -3.4006
H 2.4849 -1.3513 -3.0847
C 6.3656 -0.5371 1.2978
H -1.5838 4.2587 -4.1669
O 0.5345 -0.5395 -1.7767
C 3.1648 -0.4705 -3.3481
H 0.0673 0.9467 -0.2506
H 1.4139 -4.8586 -4.3629
S 2.7623 -6.6565 -1.0747
C -2.0604 -4.3763 5.4893
C 5.2110 -0.7862 -1.6256
H -1.6453 -4.7095 11.5963
H -1.9458 -4.0770 4.4451
H -0.1965 5.1998 -2.3750
H -2.1228 3.5805 1.3901
C -1.2601 4.3235 1.4530
C 1.3561 -5.2977 1.4754
H 0.1416 -7.4089 -0.7204
H -2.7283 3.4185 -2.9371
C -0.3536 -6.8196 2.1022
C 6.9198 -0.4317 2.8006
H -4.3474 5.8903 -5.1837
H -1.2304 -6.3973 11.2444
H 0.2451 2.5383 -3.4594
H -1.5326 7.7743 -3.7020
H 7.1100 -1.5188 3.1450
H -2.5786 4.2126 -0.7969
C -4.2987 11.1286 -7.0112
O 1.0601 -6.6729 1.8047
H -1.1278 1.7861 -4.4164
H 2.0885 -3.7023 -3.0992
C -1.5153 8.7171 -5.6553
H -0.5099 -3.4267 -4.9472
H -5.6681 11.6681 -5.4076
H 2.3971 -1.8102 1.4157
H 0.1684 -1.8800 -4.0362
H -5.9066 7.4335 -3.9758
H 0.9869 1.5233 -1.7267
H -2.2546 -5.4768 10.1365
H -0.2875 3.7095 -1.3004
H -0.2275 3.8223 1.4089
H -0.9061 -7.3580 1.2429
H 1.8924 -0.3740 0.3861
C -0.9222 4.4290 -1.9522
H -4.9576 10.6188 -7.7187
P 0.8557 -6.2152 -1.1393
H 8.2553 0.4217 0.3040
C 0.0773 -3.0168 -4.0389
H -0.3238 9.0580 -3.8913
O -0.5946 -3.5243 -2.8476
C -0.1909 -1.5361 -1.0075
C -1.4179 -8.5622 8.7278
C 1.5293 -3.7489 -4.0949
H -2.0196 9.4731 -3.6860
C 4.9798 -1.1599 1.0152
H -2.8815 -2.5705 -1.2072
H -0.3497 -4.0033 9.5273
H -1.4248 9.7145 -6.0861
P -4.2840 8.6700 -5.9752
H 6.5781 -0.4533 -4.4571
C 4.7254 -0.9081 -3.1581
C -1.2201 1.2804 -2.1576
O -0.8405 -4.9230 7.5003
O -2.5275 -2.2171 -2.0559
H 6.1531 0.0909 3.4693
C -1.3892 -5.4131 10.7992
O -0.8204 6.5318 0.3745
O -0.6836 -6.9311 6.3370
H -0.8841 -5.7997 2.2125
C -4.8414 7.4089 -3.7204
C -0.2753 -8.9994 9.6260
C -0.1556 -4.9373 10.0550
O -5.7371 9.1642 -5.9719
H -0.9769 -2.6877 1.1231
H -5.7113 12.7560 -6.8095
H -0.4508 -3.2589 6.3748
C 0.5912 -4.7796 0.1307
H -1.3561 -9.0583 7.7530
O -1.4415 -7.1532 8.5546
C 5.5685 0.0068 -4.1754
O 0.4459 -5.9095 9.2006
H 0.6926 -8.7770 9.1655
H -3.1548 6.0668 -3.9043
H 5.0102 0.2724 -5.1414
C -5.0596 12.1469 -6.1796
C 0.1322 0.8182 -1.3928
B -1.0816 -2.4741 -1.9984
C 2.0936 -1.4960 0.3420
N 0.0068 -2.4241 1.3266
H -2.3690 -8.8466 9.1834
C -4.2259 6.0785 -4.1117
H -0.6814 8.1421 -6.0700
O 3.0748 -1.9055 -0.6349
H 7.8988 0.1725 2.7362
H 0.0646 -4.7631 5.6259
H 2.9186 0.4906 -2.7827
H -0.0621 -1.4745 1.7364
H -0.5433 -4.7191 0.2611
O -4.1697 8.4980 -4.3337
H -2.7932 -3.7191 5.9637
H -4.3615 12.8064 -5.6584
O 1.2113 -3.6326 -0.4765
H 2.1233 -3.2537 -4.9515
C -1.6450 3.6851 -3.1832
H -1.9681 1.8069 -1.4533
H -4.6975 5.2601 -3.5635
H -2.4851 -5.3835 5.5208
H -1.2773 4.9214 2.4382
H 0.6085 -4.6987 10.8014
C 4.3451 -1.3047 -0.4150
H 0.5288 -5.8208 -2.4768
O -2.6930 8.0516 -6.1114
H -3.5307 11.6375 -7.6013
H -4.7575 7.5456 -2.6400
H -0.9468 -0.9515 -0.3508
H -0.3039 -8.4718 10.5811
```

- lowest unoccupied orbital energy (Eh) = -0.0745
- SMILES = CCOB(O)[C@H](OCCCCCNC(C)=O)[C@](N)(COc1cc(C)ccc1C(C)C)O[C@H](COC)[PH2]=S.CCOP(=O)(OCC)OCC.CCOP(=O)(OCC)OCC
- charge = 0
- HOMO-LUMO gap (eV) = 5.949

---

Record 2
ORCA calculation (ωB97M-V/def2-TZVPD) on a molecular structure, C37H78AlIN4O6S.

```
128
Properties=species:S:1:pos:R:3
H 7.4241 2.6955 2.4526
H -0.5717 2.8380 -1.2264
H 2.4050 -0.4406 -10.1289
C 2.7677 -0.9317 4.1814
C -3.4326 1.9909 6.7549
H 8.2427 -1.2115 4.2193
H -1.6572 2.0834 -6.1549
H -6.3761 2.3377 10.0089
C -5.5087 3.1602 7.5591
H 2.6630 -0.4130 3.2161
H 1.2274 -0.2386 -11.4258
H -2.3226 -0.4872 -1.0213
C -0.2455 -0.9732 3.6314
H -1.0587 -0.7573 -2.1828
C -2.9529 -0.2875 7.6813
C 6.7079 1.5291 4.1318
H 0.2809 -5.9437 -9.9190
I 7.6297 1.4607 6.0915
O -0.9401 0.9840 1.9550
H 1.5026 -3.9730 -8.0185
N 5.8579 -1.9578 4.5188
H 9.4666 -1.7500 1.6381
H -1.2893 -1.0358 -10.9871
H -3.7202 -0.4530 5.2586
H 2.6168 -1.9994 3.9783
H 7.2332 0.7366 3.6064
H 1.7907 -1.3694 -8.0169
H 0.3733 -0.3665 -7.7291
C 0.7657 -5.0473 -10.3103
C 5.2268 1.1958 4.2307
H 8.4600 -2.7742 3.4751
C -6.1798 1.8245 7.9037
N -5.0913 0.8145 8.1368
H 2.0768 0.3978 5.7623
H 4.8176 1.3732 3.2232
H -1.4153 1.6624 2.4701
H -1.4196 -0.2670 -5.2161
H -3.9498 1.6812 -1.9266
H -1.0700 0.2720 -9.8206
O 1.9668 -2.7519 -10.6020
H 1.5476 1.7109 -4.1620
H -0.0863 -4.6506 -7.6859
H 5.4251 -2.8674 4.6337
H -5.0050 3.5302 8.4574
H 0.7128 0.9543 3.8107
C 0.4349 -1.2470 -9.6795
H -2.4691 0.1656 8.5412
C 1.3611 -0.2337 -10.3435
S -1.4561 -0.4507 2.4486
C -4.4885 3.0440 6.4297
C -1.0063 -0.8078 -9.9588
C 1.6869 -0.4161 5.1432
H 0.4904 -1.5529 3.0744
H 0.6487 3.0841 -3.5241
H 9.1769 -0.1759 2.3572
H -3.0945 1.5163 -0.3833
C -6.9827 1.9559 9.1933
H 4.7556 1.9544 4.8723
H 1.5989 1.8315 -1.6525
C 0.0393 -2.4944 -7.4823
O -2.7077 -0.2144 3.1194
O -2.2429 3.0116 -3.6331
C -4.0289 0.6166 7.0886
H -6.7218 1.3724 5.8126
C 8.6985 -1.1201 2.0900
C 0.7316 1.4179 -2.1698
H 1.1123 0.7595 -9.9654
H 4.4290 -0.5186 6.5754
H -0.8140 -1.6410 4.2808
H 7.9587 -0.8898 1.3177
O -1.4018 -1.2864 1.2912
C -1.9831 -0.2121 -2.0191
H -0.5000 1.2907 -0.3941
H 0.1111 2.0901 -6.2991
C -0.5315 1.7544 -1.3804
H -4.9877 2.8081 5.4859
H 6.1359 -1.0682 2.5990
H -7.9853 2.0919 6.7885
C 8.0353 -1.7799 3.3116
C -7.1521 1.3874 6.8065
H -2.7246 -0.5500 -2.7453
H -0.2631 -0.6054 -3.9278
C 0.4295 -3.8079 -8.1540
H 0.3408 -2.5187 -6.4335
H -2.2016 -0.4747 6.9118
C -3.0316 1.9284 -1.3921
C -1.3801 -3.9103 -9.9201
C 7.0284 2.8723 3.4559
H -5.2207 -0.8996 6.0817
H -0.7245 3.4087 -5.4592
C 6.5032 -1.9098 3.2103
H 0.3145 -0.0404 -5.4766
C 0.1246 -3.8282 -9.6568
H -1.7366 -1.2526 -9.2898
C -1.8197 1.3102 -2.0808
C -0.5837 1.5390 -4.3532
H 6.2734 -2.8174 2.6373
H -2.8408 2.3303 7.6104
H -4.0009 4.0098 6.2828
H 1.4071 -1.2044 5.8503
H -2.7434 1.8619 5.9155
H -7.5498 0.3951 7.0237
H -1.0476 -2.3723 -7.4802
N -1.7832 1.8253 -3.4951
H 7.7686 3.4639 3.9908
H -1.5857 -3.8305 -10.9885
H -0.2855 0.4940 5.1993
H 0.8870 0.3362 -2.2007
H -7.8128 2.6428 9.0155
H 6.1163 3.4642 3.3666
C -4.5628 -0.0668 5.8282
H -3.3783 -1.2426 7.9914
H -1.9644 -3.1596 -9.4011
C -0.7275 2.3387 -5.6443
O -4.6501 0.8035 9.3373
N 0.7426 -2.5994 -10.2647
C 0.4256 0.1217 4.4533
H -7.3889 0.9896 9.4938
C 0.6632 1.9914 -3.5828
H -5.0919 0.6002 5.1542
C 0.7090 -1.3083 -8.1717
H -6.2895 3.8829 7.3056
H 1.8300 -5.1029 -10.1033
H -1.7331 -4.8840 -9.5778
Al 4.6272 -0.6071 4.9593
H -2.9537 3.0101 -1.3308
C -0.4910 0.0652 -4.7480
H 0.6290 -5.0217 -11.3918
```

- lowest unoccupied orbital energy (spin up / spin down) (Eh) = 0.0654 / 0.0617
- charge = -1
- HOMO-LUMO gap (spin up / spin down) (eV) = 6.449 / 6.346
- ⟨S²⟩ = 3.76
- spin multiplicity = 4

---

Result set for strongest force on any atom: 0.17961; 0.01029 hartree/bohr, one per record in the order listed.
Result set for E: -4140.2005; -3065.2851 Ha, one per record in the order listed.